1.
12
Properties=species:S:1:pos:R:3:forces:R:3 method="wB97M-V/def2-TZVPD" max_force_ha_per_bohr=0.072 mol_weight_g_mol=112.53 de_lowest_kj_mol=70.81 homo_ev=-10.733 smiles=C[C@@H](O)[C@@H](F)Cl homo_lumo_gap_ev=11.4
C 0.607776 1.147490 0.669214 -0.4 -3.6 0.8
C 0.190784 0.056851 -0.357865 -0.1 -0.3 1.8
C -1.065488 -0.793135 -0.105877 -0.5 0.8 -1.2
H 1.567151 1.468664 0.307302 0.2 0.8 0.3
H -0.184839 1.833701 0.820616 -0.4 1.2 -0.1
H 0.723018 0.568876 1.659637 0.1 1.0 -1.4
H 0.041771 0.421901 -1.342950 0.0 0.8 -1.0
H 1.721564 -0.898811 -1.126528 0.7 0.1 -1.1
H -1.162187 -1.337530 -1.049061 -0.1 -0.7 0.6
O 1.188293 -0.974452 -0.359110 -0.6 0.1 0.8
F -0.916264 -1.561740 0.979926 -0.4 0.0 0.1
Cl -2.711577 0.068189 -0.095300 1.2 -0.1 0.4

---

2.
21
Properties=species:S:1:pos:R:3:forces:R:3 method="wB97M-V/def2-TZVPD" max_force_ha_per_bohr=0.095 mol_weight_g_mol=151.15 de_lowest_kj_mol=526.48 charge=+1 homo_ev=-11.649 homo_lumo_gap_ev=7.8
C 1.240887 -0.614195 0.945412 -1.5 0.8 0.4
N -1.421914 1.862865 0.176812 0.8 4.5 0.1
N 1.070420 -1.304620 -0.111377 -0.1 0.7 -0.3
N 4.349408 1.525595 -0.065836 -1.2 0.9 -1.3
N -1.559976 -1.944460 -0.723554 -0.8 1.0 -0.4
N 3.544445 0.621890 -0.181346 0.2 0.5 -0.2
N -2.585706 -1.365275 0.118830 0.1 -1.0 -1.0
N -1.578332 0.721953 0.435185 0.1 -4.4 0.1
N -2.605304 -0.071035 0.031474 -2.2 4.3 -1.0
O -2.452605 2.570201 -0.467218 0.0 0.4 -0.2
H 0.427760 -0.117894 1.442167 -1.6 -0.4 -0.8
H -0.008813 -1.301891 -0.518845 1.5 -1.0 0.6
H 1.882086 -1.718587 -0.636829 -1.0 0.7 0.8
H 4.343045 2.458828 -0.599781 -0.3 -1.2 0.3
H 5.101254 1.487809 0.581166 1.3 -0.2 1.1
H -1.592451 -2.886016 -0.380176 0.3 -1.1 -0.8
H -2.051962 -1.837966 -1.640944 1.0 -0.9 0.6
H 1.980814 -0.228542 1.595617 2.6 -1.0 -0.5
H -2.595122 -1.673653 1.037747 0.5 -1.1 1.9
H -3.328320 0.283873 -0.589864 0.4 0.5 0.3
H -2.159621 3.531121 -0.448637 -0.2 -1.9 0.1

---

3.
41
Properties=species:S:1:pos:R:3:forces:R:3 method="wB97M-V/def2-TZVPD" max_force_ha_per_bohr=0.050 mol_weight_g_mol=279.16 homo_ev="-2.694 / -10.087" spin_multiplicity=5 homo_lumo_gap_ev="3.1 / 10.4"
Ti 0.926211 -18.085871 -12.505675 -0.4 -0.2 0.3
C 3.233816 -17.752876 -6.968588 0.2 0.5 0.2
O 2.913947 -17.647911 -8.373941 0.7 0.0 1.2
C 3.920281 -16.961656 -9.109555 -0.5 0.0 -0.1
C 3.438060 -16.781471 -10.593313 0.8 -0.1 1.2
N 1.975875 -16.794904 -10.818820 0.7 0.7 -0.1
C 1.456284 -15.414705 -10.746194 -1.4 0.4 1.2
C 0.085133 -15.181707 -11.380152 -1.0 1.0 -1.9
O -0.656196 -16.349168 -11.575126 -1.0 -2.4 0.3
C -1.989427 -16.347419 -12.224567 1.7 1.7 -0.3
H 4.281890 -17.923035 -6.722239 0.3 -0.6 -0.8
H 2.656572 -18.519934 -6.452339 -0.2 0.0 -0.6
H 3.104994 -16.819583 -6.420429 -0.7 0.4 -0.3
H 4.851891 -17.526603 -9.141449 0.0 -0.4 0.0
H 4.235016 -16.034572 -8.630428 -0.6 0.4 0.2
H 3.995024 -17.592673 -11.062192 -0.7 0.1 -0.9
H 3.823510 -15.805811 -10.889297 0.2 -0.3 -0.5
H 1.586229 -17.116635 -9.944316 0.0 -1.2 -0.1
H 2.113594 -14.599950 -11.049861 0.3 -0.4 -0.3
H 1.251320 -15.257764 -9.687204 0.3 0.4 0.3
H 0.162025 -14.695790 -12.352815 0.5 0.0 -0.6
H -0.502457 -14.430189 -10.852833 0.1 -0.1 0.8
H -2.295903 -17.344677 -12.540220 0.5 0.0 0.5
H -1.851444 -15.732329 -13.113792 -0.1 -0.1 -0.4
H -2.763753 -15.819596 -11.667862 0.2 -0.3 0.6
C 2.083916 -17.527463 -15.293530 0.2 0.8 -1.4
C 3.610465 -17.745746 -15.749085 -0.9 1.2 1.6
O 4.186939 -16.503097 -16.193985 -0.4 -0.1 0.1
O 1.822279 -16.594370 -14.179927 1.0 -1.3 -0.6
H 1.523345 -18.437309 -15.078968 0.5 -0.2 0.2
H 1.547427 -17.052428 -16.114890 0.1 -0.2 -0.4
H 3.848559 -18.472203 -16.526057 -0.9 -0.5 0.3
H 4.131551 -17.995436 -14.824841 0.2 -0.4 0.0
H 4.452103 -16.643439 -17.105902 0.0 0.3 0.0
H 2.351538 -15.818358 -14.378180 0.1 0.3 0.2
O -0.641271 -19.432260 -13.841689 0.3 1.1 0.7
H -0.181109 -19.821956 -14.585072 0.5 -0.6 -0.8
H -1.434058 -19.960174 -13.746677 -0.5 -0.4 0.2
O 2.125572 -19.972381 -12.937284 0.0 0.9 0.2
H 3.028925 -20.272351 -12.836288 0.6 -0.1 0.1
H 1.629968 -20.766449 -13.137422 -0.7 -0.8 -0.4

---

4.
12
Properties=species:S:1:pos:R:3:forces:R:3 method="wB97M-V/def2-TZVPD" max_force_ha_per_bohr=0.012 mol_weight_g_mol=99.09 de_lowest_kj_mol=117.59 homo_ev=-9.921 smiles="O=C[C@H]1CN=CO1" homo_lumo_gap_ev=10.6
O -2.335563 0.413707 0.857593 0.3 -0.4 -0.4
C -1.674354 -0.264943 0.111511 -0.2 0.3 0.3
C -0.393573 0.235790 -0.539750 -0.1 0.1 0.1
C 0.568179 0.924975 0.448462 -0.1 0.2 0.0
N 1.596416 -0.090859 0.709092 -0.1 -0.3 -0.3
C 1.398519 -1.005724 -0.138448 0.1 0.1 0.2
O 0.350151 -0.900502 -1.005399 0.1 -0.1 0.0
H -1.955487 -1.303927 -0.158189 0.0 0.1 0.1
H -0.659059 0.857166 -1.401305 0.0 -0.1 0.1
H 1.047287 1.807892 0.014199 -0.1 -0.1 0.1
H 0.058078 1.226485 1.367433 0.1 -0.1 -0.2
H 1.999404 -1.900059 -0.265202 -0.1 0.1 0.0

---

5.
47
Properties=species:S:1:pos:R:3:forces:R:3 method="wB97M-V/def2-TZVPD" max_force_ha_per_bohr=0.016 mol_weight_g_mol=803.39 charge=-1 homo_ev=-4.322 homo_lumo_gap_ev=6.1
C -1.220389 0.610829 -1.825293 0.2 -0.1 -0.1
C 0.114535 -0.051037 -1.474103 -0.1 -0.1 -0.6
C 1.300482 0.932458 -1.400711 -0.1 -0.3 0.6
C 1.966387 1.059093 -0.032563 0.6 0.6 -0.2
Al 3.082180 2.764831 0.178575 -0.1 -0.3 0.2
H -1.016037 1.441644 -2.497648 -0.1 0.2 0.0
H -1.868472 -0.066657 -2.381286 -0.2 -0.2 0.2
H -1.750283 0.975294 -0.947687 -0.1 0.2 0.1
H 0.300691 -0.772330 -2.274355 0.1 -0.2 0.0
H 0.041015 -0.641054 -0.563287 0.0 0.1 0.2
H 0.970854 1.914098 -1.746094 0.0 0.1 -0.2
H 2.064464 0.590106 -2.095250 0.0 0.2 -0.2
H 1.237273 1.050406 0.780202 -0.1 -0.1 0.1
H 2.661758 0.230696 0.111209 -0.1 -0.3 0.2
H 4.508024 2.416825 0.907954 0.1 0.0 0.0
H 2.256313 3.785515 1.132864 -0.1 0.0 0.1
H 3.358622 3.444698 -1.286290 0.0 0.1 0.0
C 0.194998 -2.522431 2.265728 0.1 0.0 -0.1
Cl 1.721477 -1.700757 2.548553 0.0 0.0 0.0
Cl -1.164320 -1.412401 2.446273 0.1 0.0 0.2
Cl 0.151869 -3.277218 0.670903 0.1 -0.1 0.1
H 0.088220 -3.304893 3.002872 -0.1 0.0 0.1
C 3.728222 2.836110 -4.727165 0.0 0.0 0.1
Cl 3.979247 1.341013 -3.835478 0.1 0.0 -0.1
Cl 2.093632 3.455400 -4.490742 0.0 0.0 0.0
Cl 4.934100 4.049829 -4.296606 0.0 0.0 0.0
H 3.845605 2.617305 -5.779014 0.0 0.0 0.0
C -2.824762 -4.768912 5.314048 0.0 0.0 0.0
Cl -1.260181 -4.066878 5.725221 0.0 0.0 -0.1
Cl -4.105396 -3.565706 5.437901 0.0 0.0 0.0
Cl -2.804306 -5.498188 3.705092 0.0 0.1 0.4
H -3.029545 -5.551558 6.031310 0.0 0.0 0.0
C -2.366856 -5.991235 -0.998318 0.0 0.1 0.1
Cl -2.566171 -5.987254 0.760606 0.0 -0.1 -0.4
Cl -2.172525 -4.353712 -1.600594 0.0 0.0 -0.1
Cl -1.012202 -7.017628 -1.477235 0.0 0.0 0.0
H -3.267603 -6.404622 -1.430330 0.0 0.0 0.0
C -4.776995 -0.868249 -0.652170 0.1 0.0 0.0
Cl -4.741484 -1.683539 -2.219661 0.0 0.0 0.0
Cl -6.322271 -1.160081 0.160709 0.0 0.0 0.0
Cl -3.427157 -1.365120 0.354415 -0.2 0.0 -0.1
H -4.690606 0.195250 -0.830266 0.0 0.0 0.0
C 2.373617 7.368120 1.838007 0.0 -0.1 -0.1
Cl 2.518019 6.552478 0.298407 0.0 0.2 -0.1
Cl 0.764529 7.134278 2.542639 0.0 0.0 0.0
Cl 3.625811 6.835648 2.966436 0.0 0.0 0.0
H 2.505616 8.429534 1.682219 0.0 0.0 0.0

---

6.
18
Properties=species:S:1:pos:R:3:forces:R:3 method="wB97M-V/def2-TZVPD" max_force_ha_per_bohr=0.085 mol_weight_g_mol=101.15 de_lowest_kj_mol=787.89 homo_ev="-8.720 / -8.291" homo_lumo_gap_ev="8.2 / 7.4"
C -2.260855 -0.683243 1.280727 1.5 -0.5 -1.9
C 1.066686 1.420822 -0.315460 -1.3 0.5 -1.7
C 0.622404 -0.539832 1.117098 -4.3 0.0 -0.7
C 0.630309 -0.814574 -1.389177 -1.8 -2.1 -1.1
C 0.227432 0.101805 -0.217609 3.0 0.5 -0.6
N -1.163250 0.497393 -0.268597 -2.6 -0.5 0.6
O -1.663990 0.787249 -1.336752 0.9 -0.4 1.3
H -3.274680 -0.539624 1.063781 -1.7 0.6 -0.7
H -2.011069 -0.193513 2.180406 0.4 0.9 1.2
H 0.891214 1.936725 -1.279015 -0.8 0.1 0.5
H 0.909624 2.057006 0.524818 -0.6 0.7 0.5
H 2.115948 1.395520 -0.411600 1.5 -1.4 0.4
H 1.366892 -1.177576 0.829125 2.1 -1.8 0.2
H -0.319276 -1.058416 1.503620 1.8 0.2 -0.6
H 0.874673 0.200426 1.804726 0.8 1.1 1.2
H 0.168864 -0.512572 -2.388608 1.2 0.2 1.3
H 1.731762 -1.037608 -1.427328 -1.2 0.6 -0.1
H 0.087315 -1.839985 -1.270159 1.0 1.5 0.2